Here is 7 unconnected molecules or ions with the total composition C45H100I2O27P6 in a non-equilibrium geometry from the Open Molecules 2025 dataset. Energies are from ωB97M-V/def2-TZVPD.

For the molecular weight, the calculation gives 1512.9 g/mol. The calculation puts the energy at -6449.821188 a.u. Its orbital gap is 0.2879 Eh. The lowest unoccupied orbital energy is -0.441 eV.

Bonds (Å) are listed after each position.
Positions of all 180 atoms, in Å:
1 C -2.910 -1.507 -8.773  C2 1.522, H33 1.093, H34 1.089, H35 1.090
2 C -3.741 -2.549 -8.037  C1 1.522, C3 1.527, H36 1.092, H37 1.094
3 C -4.485 -1.998 -6.823  C2 1.527, C4 1.551, H38 1.092, H39 1.091
4 C -5.313 -3.105 -6.120  C3 1.551, C5 1.536, H40 1.088, H41 1.092
5 C -6.821 -2.886 -6.310  C4 1.536, C6 1.534, H42 1.092, H43 1.089
6 C -7.690 -3.548 -5.233  C5 1.534, C7 1.543, H44 1.092, H45 1.091
7 C -7.382 -5.031 -4.933  C6 1.543, C8 1.551, H46 1.090, H47 1.090
8 C -7.444 -5.386 -3.424  C7 1.551, C9 1.527, H48 1.093, H49 1.089
9 C -6.121 -5.869 -2.834  C8 1.527, C10 1.544, H50 1.092, H51 1.093
10 C -4.999 -4.817 -2.703  C9 1.544, C11 1.529, H52 1.093, H53 1.090
11 C -5.429 -3.452 -2.164  C10 1.529, C12 1.553, H54 1.090, H55 1.087
12 C -4.365 -2.369 -2.494  C11 1.553, C13 1.531, H56 1.093, H57 1.090
13 C -3.690 -1.809 -1.239  C12 1.531, C14 1.529, H58 1.095, H59 1.093
14 C -4.616 -0.976 -0.351  C13 1.529, C15 1.536, H60 1.090, H61 1.093
15 C -5.417 0.111 -1.082  C14 1.536, C16 1.536, H62 1.092, H63 1.090
16 C -4.642 0.982 -2.082  C15 1.536, C17 1.531, H64 1.094, H65 1.090
17 C -4.083 2.280 -1.495  C16 1.531, C18 1.539, H66 1.091, H67 1.095
18 C -2.896 2.086 -0.534  C17 1.539, C19 1.523, H68 1.086, H69 1.092
19 C -1.587 1.993 -1.307  C18 1.523, C20 1.543, H70 1.092, H71 1.091
20 C -0.312 2.280 -0.488  C19 1.543, C21 1.489, H72 1.102, H73 1.079
21 C 0.084 1.364 0.617  C20 1.489, C22 1.354, C31 1.503
22 C 1.297 0.979 1.078  C21 1.354, C23 1.518, C28 1.519
23 C 2.677 1.180 0.477  C22 1.518, I24 2.154, C25 1.574, H74 1.089
24 I 4.311 0.702 1.797  C23 2.154, I27 3.264
25 C 2.830 2.489 -0.383  C23 1.574, C26 1.532, I27 2.140, H75 1.082
26 C 2.760 2.104 -1.864  C25 1.532, H76 1.095, H77 1.086, H78 1.087
27 I 4.807 3.273 -0.151  I24 3.264, C25 2.140
28 C 1.031 0.453 2.478  C22 1.519, O29 1.182, O30 1.414
29 O 1.742 0.330 3.414  C28 1.182
30 O -0.358 0.538 2.730  C28 1.414, C31 1.374
31 C -0.858 0.541 1.450  C21 1.503, O30 1.374, O32 1.200
32 O -1.623 -0.271 1.009  C31 1.200
33 H -2.507 -1.960 -9.683  C1 1.093
34 H -3.500 -0.647 -9.083  C1 1.089
35 H -2.035 -1.194 -8.202  C1 1.090
36 H -3.126 -3.397 -7.730  C2 1.092
37 H -4.487 -2.953 -8.728  C2 1.094
38 H -3.779 -1.566 -6.110  C3 1.092
39 H -5.164 -1.216 -7.167  C3 1.091
40 H -5.042 -3.165 -5.068  C4 1.088
41 H -5.048 -4.039 -6.621  C4 1.092
42 H -6.995 -1.810 -6.244  C5 1.092
43 H -7.122 -3.216 -7.303  C5 1.089
44 H -8.720 -3.492 -5.592  C6 1.092
45 H -7.656 -2.932 -4.333  C6 1.091
46 H -6.427 -5.347 -5.350  C7 1.090
47 H -8.154 -5.616 -5.433  C7 1.090
48 H -8.140 -6.222 -3.321  C8 1.093
49 H -7.889 -4.559 -2.873  C8 1.089
50 H -5.743 -6.683 -3.455  C9 1.092
51 H -6.313 -6.266 -1.833  C9 1.093
52 H -4.279 -5.226 -1.989  C10 1.093
53 H -4.503 -4.732 -3.670  C10 1.090
54 H -5.541 -3.523 -1.082  C11 1.090
55 H -6.362 -3.123 -2.614  C11 1.087
56 H -3.598 -2.830 -3.120  C12 1.093
57 H -4.808 -1.566 -3.082  C12 1.090
58 H -2.834 -1.198 -1.545  C13 1.095
59 H -3.266 -2.642 -0.674  C13 1.093
60 H -4.022 -0.599 0.482  C14 1.090
61 H -5.345 -1.654 0.100  C14 1.093
62 H -5.879 0.739 -0.318  C15 1.092
63 H -6.219 -0.389 -1.626  C15 1.090
64 H -5.359 1.292 -2.847  C16 1.094
65 H -3.860 0.438 -2.611  C16 1.090
66 H -4.905 2.828 -1.031  C17 1.091
67 H -3.730 2.910 -2.317  C17 1.095
68 H -3.051 1.151 -0.004  C18 1.086
69 H -2.900 2.894 0.201  C18 1.092
70 H -1.592 2.774 -2.072  C19 1.092
71 H -1.449 1.044 -1.828  C19 1.091
72 H -0.555 3.216 0.042  C20 1.102
73 H 0.503 2.585 -1.127  C20 1.079
74 H 2.763 0.377 -0.254  C23 1.089
75 H 2.114 3.247 -0.092  C25 1.082
76 H 1.891 1.456 -2.015  C26 1.095
77 H 2.662 2.974 -2.507  C26 1.086
78 H 3.612 1.490 -2.142  C26 1.087
79 C 5.479 6.829 4.070  O80 1.448, H87 1.087, H88 1.092, H89 1.090
80 O 4.857 7.171 2.807  C79 1.448, P81 1.631
81 P 3.400 6.531 2.449  O80 1.631, O82 1.471, O83 1.620, O85 1.607
82 O 3.288 6.867 1.021  P81 1.471
83 O 2.560 7.503 3.435  P81 1.620, C84 1.428
84 C 2.607 8.910 3.194  O83 1.428, H90 1.090, H91 1.092, H92 1.087
85 O 2.377 5.301 2.604  P81 1.607, C86 1.447
86 C 2.183 4.643 3.878  O85 1.447, H93 1.089, H94 1.089, H95 1.087
87 H 6.321 7.501 4.212  C79 1.087
88 H 4.777 6.962 4.895  C79 1.092
89 H 5.839 5.801 4.051  C79 1.090
90 H 2.809 9.119 2.144  C84 1.090
91 H 3.371 9.378 3.818  C84 1.092
92 H 1.635 9.316 3.465  C84 1.087
93 H 1.648 5.301 4.560  C86 1.089
94 H 3.132 4.339 4.319  C86 1.089
95 H 1.586 3.754 3.692  C86 1.087
96 C -10.091 -1.032 -12.340  O97 1.438, H104 1.086, H105 1.093, H106 1.090
97 O -9.740 -1.839 -11.203  C96 1.438, P98 1.611
98 P -9.541 -1.147 -9.762  O97 1.611, O99 1.459, O100 1.629, O102 1.589
99 O -8.903 -2.119 -8.880  P98 1.459
100 O -11.133 -0.947 -9.478  P98 1.629, C101 1.426
101 C -11.929 -2.108 -9.253  O100 1.426, H107 1.090, H108 1.092, H109 1.088
102 O -9.186 0.325 -9.279  P98 1.589, C103 1.441
103 C -9.717 1.474 -9.968  O102 1.441, H110 1.089, H111 1.090, H112 1.086
104 H -10.363 -1.709 -13.144  C96 1.086
105 H -10.945 -0.390 -12.111  C96 1.093
106 H -9.245 -0.424 -12.658  C96 1.090
107 H -11.330 -2.924 -8.850  C101 1.090
108 H -12.406 -2.428 -10.182  C101 1.092
109 H -12.703 -1.840 -8.536  C101 1.088
110 H -10.786 1.560 -9.780  C103 1.089
111 H -9.531 1.418 -11.041  C103 1.090
112 H -9.208 2.348 -9.570  C103 1.086
113 C 8.420 -3.815 5.482  O114 1.445, H121 1.085, H122 1.092, H123 1.089
114 O 8.093 -2.594 6.184  C113 1.445, P115 1.595
115 P 8.737 -1.218 5.697  O114 1.595, O116 1.460, O117 1.624, O119 1.586
116 O 8.523 -0.207 6.728  P115 1.460
117 O 7.813 -1.009 4.378  P115 1.624, C118 1.424
118 C 6.440 -0.681 4.566  O117 1.424, H124 1.090, H125 1.092, H126 1.089
119 O 10.106 -0.946 4.945  P115 1.586, C120 1.441
120 C 10.529 -1.806 3.869  O119 1.441, H127 1.089, H128 1.090, H129 1.086
121 H 7.749 -4.590 5.837  C113 1.085
122 H 8.283 -3.689 4.406  C113 1.092
123 H 9.445 -4.117 5.695  C113 1.089
124 H 6.277 -0.173 5.517  C118 1.090
125 H 5.825 -1.582 4.523  C118 1.092
126 H 6.146 -0.021 3.751  C118 1.089
127 H 9.897 -1.648 2.996  C120 1.089
128 H 10.502 -2.855 4.161  C120 1.090
129 H 11.553 -1.535 3.626  C120 1.086
130 C 6.946 9.116 2.055  O131 1.446, H138 1.088, H139 1.092, H140 1.091
131 O 7.203 9.937 3.217  C130 1.446, P132 1.601
132 P 8.486 10.894 3.252  O131 1.601, O133 1.460, O134 1.622, O136 1.584
133 O 8.683 11.351 4.624  P132 1.460
134 O 7.915 12.038 2.255  P132 1.622, C135 1.426
135 C 6.859 12.874 2.724  O134 1.426, H141 1.090, H142 1.092, H143 1.088
136 O 9.884 10.759 2.518  P132 1.584, C137 1.442
137 C 9.950 10.336 1.141  O136 1.442, H144 1.089, H145 1.090, H146 1.086
138 H 5.946 8.705 2.168  C130 1.088
139 H 6.995 9.709 1.139  C130 1.092
140 H 7.663 8.295 2.003  C130 1.091
141 H 6.875 12.955 3.810  C135 1.090
142 H 5.894 12.482 2.398  C135 1.092
143 H 7.003 13.860 2.286  C135 1.088
144 H 9.567 11.122 0.492  C137 1.089
145 H 9.390 9.416 0.979  C137 1.090
146 H 10.996 10.156 0.912  C137 1.086
147 C -4.947 -3.400 4.881  O148 1.437, H155 1.087, H156 1.093, H157 1.090
148 O -5.630 -2.671 3.847  C147 1.437, P149 1.638
149 P -7.264 -2.707 3.739  O148 1.638, O150 1.468, O151 1.647, O153 1.621
150 O -7.499 -2.153 2.399  P149 1.468
151 O -7.390 -1.608 4.959  P149 1.647, C152 1.425
152 C -6.797 -0.325 4.778  O151 1.425, H158 1.090, H159 1.092, H160 1.088
153 O -8.719 -3.270 4.179  P149 1.621, C154 1.440
154 C -8.943 -3.831 5.486  O153 1.440, H161 1.089, H162 1.090, H163 1.087
155 H -3.911 -3.074 4.873  C147 1.087
156 H -5.381 -3.184 5.861  C147 1.093
157 H -4.983 -4.472 4.688  C147 1.090
158 H -6.736 -0.067 3.721  C152 1.090
159 H -5.798 -0.298 5.219  C152 1.092
160 H -7.426 0.398 5.293  C152 1.088
161 H -8.912 -3.045 6.239  C154 1.089
162 H -8.209 -4.601 5.723  C154 1.090
163 H -9.931 -4.282 5.475  C154 1.087
164 C 13.932 -7.236 6.093  O165 1.439, H172 1.086, H173 1.092, H174 1.090
165 O 12.618 -6.649 6.101  C164 1.439, P166 1.611
166 P 11.399 -7.431 6.806  O165 1.611, O167 1.461, O168 1.627, O170 1.587
167 O 10.158 -6.771 6.407  P166 1.461
168 O 11.865 -7.086 8.326  P166 1.627, C169 1.427
169 C 11.781 -5.734 8.775  O168 1.427, H175 1.090, H176 1.092, H177 1.087
170 O 11.105 -8.952 7.149  P166 1.587, C171 1.442
171 C 12.163 -9.824 7.599  O170 1.442, H178 1.089, H179 1.090, H180 1.086
172 H 14.624 -6.472 5.751  C164 1.086
173 H 14.221 -7.554 7.097  C164 1.092
174 H 13.971 -8.083 5.409  C164 1.090
175 H 11.010 -5.187 8.234  C169 1.090
176 H 12.743 -5.233 8.651  C169 1.092
177 H 11.531 -5.756 9.833  C169 1.087
178 H 12.467 -9.549 8.607  C171 1.089
179 H 13.021 -9.790 6.928  C171 1.090
180 H 11.763 -10.834 7.604  C171 1.086